No. 1
Molecular formula: C31H89N13O10
Method: DFT, wB97M-V/def2-TZVPD

Properties
molecular weight: 804.134 g mol⁻¹
SMILES: COC[C@H](C)N.COC[C@H](C)N.COC[C@H](C)N.COC[C@H](C)N.COC[C@H](C)N.COC[C@H](C)N.COC[C@H](C)N.NC(N)=O.NC(N)=O.NC(N)=O
lowest unoccupied orbital energy: 0.603 eV
relative energy (zero: lowest compared OMol25 entry of this formula, charge and spin): 1.813 eV
net charge: 0
frontier orbital gap: 9.2381 eV

CARTESIAN COORDINATES (ANGSTROEM)
C  15.009  23.987  15.586
O  15.360  24.632  14.387
C  14.762  24.033  13.221
C  15.840  23.530  12.209
C  15.292  22.900  10.998
N  16.670  22.491  12.853
H  15.519  24.483  16.424
H  15.322  22.924  15.552
H  13.876  24.006  15.851
H  14.142  23.194  13.532
H  14.076  24.833  12.835
H  16.428  24.436  11.986
H  14.568  23.558  10.474
H  14.693  21.992  11.279
H  16.138  22.517  10.415
H  16.670  22.878  13.766
H  16.047  21.643  12.924
C  14.657  13.600  12.169
O  14.891  13.678  13.603
C  15.584  12.694  14.216
C  14.715  11.543  14.646
C  13.738  12.080  15.710
N  15.633  10.620  15.310
H  14.155  14.559  11.958
H  14.017  12.799  11.902
H  15.604  13.604  11.622
H  16.396  12.292  13.634
H  15.998  13.096  15.161
H  14.144  11.184  13.821
H  14.436  12.239  16.513
H  12.985  11.392  16.059
H  13.321  13.025  15.330
H  15.250  10.044  16.053
H  16.263  10.118  14.668
C  11.808  14.922  16.728
O  11.644  15.072  15.342
C  10.927  16.203  14.932
C  11.126  16.430  13.469
C  10.269  17.570  13.004
N  10.840  15.246  12.610
H  12.849  14.678  16.935
H  11.226  14.122  17.182
H  11.563  15.840  17.257
H  9.851  16.022  15.007
H  11.133  17.087  15.534
H  12.192  16.496  13.285
H  9.222  17.236  12.827
H  10.750  17.964  12.145
H  10.229  18.354  13.759
H  9.878  14.965  12.634
H  11.364  14.431  12.838
C  15.496  15.750  15.412
O  16.083  16.450  16.508
C  16.315  15.731  17.715
C  17.085  16.592  18.709
C  17.322  15.768  19.996
N  16.368  17.788  18.996
H  15.151  16.521  14.723
H  14.668  14.967  15.642
H  16.245  15.165  14.939
H  15.295  15.502  18.120
H  16.808  14.828  17.435
H  18.083  16.756  18.356
H  18.017  16.225  20.764
H  17.797  14.788  19.832
H  16.392  15.542  20.547
H  16.882  18.298  19.735
H  16.475  18.527  18.287
C  18.643  23.308  17.164
O  18.015  22.111  16.638
C  18.738  21.627  15.534
C  18.073  20.297  15.054
C  18.517  19.237  16.076
N  18.607  20.122  13.702
H  19.279  22.948  17.960
H  17.806  23.931  17.472
H  19.332  23.884  16.493
H  18.754  22.407  14.791
H  19.800  21.431  15.909
H  16.958  20.319  15.087
H  18.064  18.208  16.022
H  18.232  19.632  17.062
H  19.590  19.174  16.182
H  17.966  19.561  13.153
H  18.501  21.044  13.254
C  19.081  13.083  15.638
O  18.964  13.400  14.294
C  18.780  14.780  14.027
C  18.196  15.085  12.665
C  19.132  14.383  11.621
N  18.218  16.513  12.497
H  19.714  13.764  16.132
H  19.579  12.127  15.699
H  18.073  13.087  16.084
H  18.226  15.218  14.884
H  19.722  15.325  14.079
H  17.245  14.690  12.450
H  18.782  14.424  10.607
H  19.264  13.291  11.814
H  20.071  14.924  11.597
H  19.113  16.948  12.453
H  17.885  17.027  13.276
C  16.523  15.287  9.003
O  16.792  16.372  8.149
C  17.902  17.135  8.502
C  18.066  18.366  7.659
C  17.028  19.491  7.893
N  18.116  17.945  6.236
H  17.307  14.525  8.934
H  15.550  14.803  8.867
H  16.568  15.494  10.131
H  17.822  17.400  9.504
H  18.828  16.480  8.430
H  19.091  18.755  7.771
H  16.966  20.194  7.078
H  17.294  20.023  8.812
H  16.107  18.930  8.059
H  18.079  18.755  5.585
H  17.389  17.246  6.051
N  12.003  17.259  8.243
C  12.106  16.491  9.347
N  10.922  15.854  9.733
O  13.200  16.246  9.887
H  12.864  17.618  7.837
H  11.105  17.564  7.932
H  10.929  15.654  10.800
H  10.040  16.157  9.330
N  12.940  18.327  17.194
C  13.374  19.084  16.058
N  14.703  18.982  15.913
O  12.610  19.494  15.157
H  13.655  18.354  17.906
H  12.061  18.770  17.610
H  15.005  19.097  14.941
H  15.165  18.253  16.407
N  15.382  17.704  11.510
C  14.836  18.575  12.378
N  13.515  18.798  12.351
O  15.585  19.149  13.164
H  14.998  17.230  10.719
H  16.307  17.421  11.758
H  12.995  18.143  11.837
H  13.016  19.106  13.205

Löwdin population analysis, charges in e, atoms 1 to 6: atom 1 (C): -0.133, atom 2 (O): -0.208, atom 3 (C): -0.176, atom 4 (C): -0.446, atom 5 (C): -0.087, atom 6 (N): 0.063

No. 2
Molecular formula: C31H92N8O15
Method: DFT, wB97M-V/def2-TZVPD

Properties
molecular weight: 817.118 g mol⁻¹
lowest unoccupied orbital energy: 0.304 eV
relative energy (zero: lowest compared OMol25 entry of this formula, charge and spin): 0.819 eV
net charge: 0
frontier orbital gap: 9.8840 eV

CARTESIAN COORDINATES (ANGSTROEM)
C  -9.258  -15.414  7.726
O  -10.299  -16.193  8.450
H  -8.342  -15.473  8.323
H  -9.112  -15.825  6.795
H  -9.629  -14.397  7.597
H  -10.921  -15.555  8.734
C  -9.363  -22.330  5.453
O  -9.614  -21.146  4.739
H  -10.198  -22.906  5.891
H  -8.849  -23.132  4.850
H  -8.699  -22.169  6.272
H  -10.262  -21.204  4.046
C  -12.561  -12.270  8.482
O  -12.233  -13.603  8.838
H  -13.064  -12.314  7.534
H  -13.054  -11.796  9.321
H  -11.605  -11.693  8.338
H  -13.048  -14.126  8.635
C  -15.400  -21.577  11.457
C  -14.893  -21.961  10.030
C  -15.503  -23.271  9.573
O  -15.218  -20.966  9.003
H  -16.488  -21.635  11.496
H  -14.989  -20.622  11.725
H  -15.044  -22.328  12.212
H  -13.802  -22.072  9.999
H  -15.712  -23.868  10.483
H  -14.799  -23.941  8.960
H  -16.489  -23.120  9.114
H  -14.687  -20.173  9.274
C  -12.100  -18.031  5.035
C  -12.664  -18.840  6.199
C  -11.584  -19.215  7.201
O  -13.717  -18.087  6.840
H  -11.567  -17.138  5.465
H  -12.846  -17.670  4.368
H  -11.232  -18.527  4.477
H  -13.213  -19.767  5.909
H  -11.974  -19.885  7.944
H  -11.059  -18.313  7.556
H  -10.920  -19.789  6.565
H  -13.223  -17.394  7.292
C  -9.851  -17.179  2.069
C  -8.816  -17.317  3.190
C  -7.932  -18.510  3.227
O  -8.051  -16.090  3.215
H  -10.479  -18.065  2.022
H  -9.324  -17.054  1.135
H  -10.445  -16.323  2.252
H  -9.421  -17.243  4.090
H  -7.252  -18.559  2.309
H  -8.568  -19.396  3.389
H  -7.296  -18.409  4.155
H  -7.248  -16.238  3.734
C  -12.356  -23.013  1.241
C  -11.648  -21.705  1.505
C  -12.300  -20.495  0.869
O  -11.523  -21.412  2.926
H  -13.404  -22.984  1.387
H  -11.939  -23.820  1.868
H  -12.216  -23.367  0.218
H  -10.642  -21.808  1.207
H  -12.408  -20.623  -0.208
H  -11.808  -19.605  1.219
H  -13.365  -20.430  1.251
H  -12.403  -21.677  3.304
C  -15.770  -19.178  2.739
C  -15.538  -17.729  3.139
C  -15.715  -16.787  2.006
O  -16.535  -17.388  4.198
H  -14.801  -19.470  2.293
H  -16.470  -19.178  1.920
H  -16.063  -19.816  3.557
H  -14.533  -17.619  3.560
H  -15.628  -15.814  2.325
H  -16.649  -16.773  1.480
H  -14.867  -16.875  1.254
H  -16.216  -16.604  4.680
C  -15.078  -17.276  -3.385
C  -15.523  -16.562  -2.176
C  -14.536  -15.495  -1.802
O  -16.801  -15.930  -2.451
H  -15.024  -16.702  -4.306
H  -15.732  -18.141  -3.583
H  -14.095  -17.670  -3.228
H  -15.668  -17.304  -1.312
H  -14.095  -15.081  -2.742
H  -13.721  -15.997  -1.285
H  -14.856  -14.767  -1.067
H  -17.329  -16.563  -2.936
C  -18.596  -17.806  10.813
C  -17.692  -19.050  10.690
C  -18.431  -20.412  10.407
O  -16.887  -18.762  9.521
H  -19.148  -17.626  9.858
H  -17.999  -16.912  11.046
H  -19.264  -17.866  11.693
H  -16.994  -19.152  11.499
H  -18.951  -20.777  11.262
H  -17.874  -21.215  9.937
H  -19.221  -20.207  9.709
H  -16.444  -19.597  9.281
C  -11.226  -14.029  4.622
C  -12.482  -13.192  4.388
C  -13.322  -13.926  3.299
O  -13.260  -12.957  5.583
H  -11.297  -14.898  5.256
H  -10.432  -13.410  5.081
H  -10.756  -14.374  3.653
H  -12.248  -12.207  4.113
H  -12.883  -13.909  2.331
H  -14.344  -13.534  3.173
H  -13.422  -15.011  3.529
H  -13.162  -13.751  6.139
C  -14.849  -22.365  4.860
O  -13.920  -22.279  4.072
N  -16.183  -22.540  4.576
N  -14.722  -22.112  6.230
H  -16.408  -22.854  3.693
H  -16.938  -22.423  5.307
H  -15.246  -22.732  6.828
H  -13.728  -21.994  6.507
C  -15.466  -15.046  6.941
O  -14.328  -15.038  7.440
N  -15.911  -14.025  6.200
N  -16.346  -16.084  7.249
H  -16.834  -14.030  5.742
H  -15.206  -13.353  5.772
H  -17.195  -16.217  6.718
H  -15.935  -16.979  7.415
C  -18.138  -20.143  5.717
O  -18.504  -21.276  6.056
N  -18.818  -19.348  4.783
N  -16.914  -19.659  6.206
H  -18.314  -18.564  4.361
H  -19.359  -19.939  4.140
H  -16.357  -20.297  6.712
H  -16.396  -18.938  5.740
C  -13.772  -17.622  10.292
O  -13.666  -18.812  10.106
N  -14.979  -16.964  10.146
N  -12.717  -16.875  10.789
H  -15.603  -17.526  9.575
H  -15.019  -16.007  9.852
H  -12.869  -15.884  10.751
H  -11.799  -17.224  10.569

Löwdin population analysis, charges in e, atoms 1 to 6: atom 1 (C): -0.074, atom 2 (O): -0.140, atom 3 (H): 0.083, atom 4 (H): 0.031, atom 5 (H): 0.074, atom 6 (H): -0.002

No. 3
Molecular formula: C31H93N3O14
Method: DFT, wB97M-V/def2-TZVPD

Properties
molecular weight: 732.092 g mol⁻¹
lowest unoccupied orbital energy: 0.053 eV
relative energy (zero: lowest compared OMol25 entry of this formula, charge and spin): 0.431 eV
net charge: 0
frontier orbital gap: 9.0552 eV

CARTESIAN COORDINATES (ANGSTROEM)
C  1.709  19.381  -18.797
C  2.240  17.948  -18.902
C  1.432  16.985  -19.759
O  3.523  17.975  -19.508
H  2.383  19.992  -18.197
H  0.768  19.484  -18.256
H  1.599  19.975  -19.704
H  2.284  17.521  -17.900
H  1.166  17.368  -20.744
H  0.467  16.747  -19.311
H  1.885  15.998  -19.851
H  4.202  18.322  -18.924
C  0.715  15.330  -15.686
C  1.145  13.955  -15.187
C  0.583  12.853  -16.010
O  2.545  13.890  -15.129
H  0.973  15.407  -16.743
H  1.186  16.145  -15.136
H  -0.367  15.445  -15.626
H  0.810  13.918  -14.151
H  1.032  12.753  -16.998
H  -0.479  13.039  -16.173
H  0.669  11.921  -15.451
H  2.871  14.757  -14.879
C  3.086  21.298  -22.330
C  3.715  22.369  -21.444
C  4.790  21.780  -20.505
O  4.386  23.238  -22.347
H  2.179  21.664  -22.812
H  2.828  20.459  -21.684
H  3.712  20.861  -23.107
H  2.926  22.915  -20.927
H  4.473  20.807  -20.128
H  4.952  22.395  -19.620
H  5.756  21.746  -21.009
H  3.740  23.544  -22.988
C  -3.277  14.673  -18.552
C  -1.988  15.130  -19.223
C  -1.402  13.994  -19.964
O  -2.151  16.209  -20.098
H  -3.239  13.888  -17.797
H  -4.026  14.358  -19.278
H  -3.755  15.520  -18.061
H  -1.366  15.568  -18.443
H  -1.366  13.116  -19.320
H  -0.416  14.229  -20.365
H  -1.924  13.858  -20.911
H  -2.503  16.978  -19.644
C  5.336  12.907  -18.039
C  5.257  14.451  -18.153
C  5.995  15.085  -19.315
O  7.411  15.067  -19.124
C  8.191  15.228  -20.318
N  3.838  14.790  -18.065
H  4.748  12.678  -17.150
H  6.295  12.394  -17.963
H  4.790  12.484  -18.882
H  5.721  14.866  -17.258
H  5.698  16.129  -19.411
H  5.699  14.620  -20.256
H  7.868  16.103  -20.881
H  7.934  14.413  -20.995
H  9.258  15.266  -20.099
H  3.769  15.791  -18.186
H  3.467  14.543  -17.159
C  0.304  12.629  -25.638
C  1.175  12.112  -24.506
C  1.396  13.147  -23.377
O  2.270  12.632  -22.412
C  2.647  13.588  -21.411
N  0.476  10.921  -24.008
H  -0.680  12.929  -25.277
H  0.209  11.869  -26.413
H  0.722  13.474  -26.184
H  2.113  11.753  -24.930
H  0.451  13.364  -22.878
H  1.811  14.041  -23.843
H  2.840  14.594  -21.785
H  3.502  13.310  -20.795
H  1.771  13.630  -20.763
H  1.017  10.682  -23.189
H  -0.395  11.244  -23.610
C  1.596  19.706  -13.879
C  0.558  19.543  -14.994
C  -0.768  18.905  -14.519
O  -0.553  17.655  -13.928
C  -1.731  16.881  -13.615
N  0.351  20.764  -15.719
H  2.406  20.381  -14.153
H  2.091  18.758  -13.667
H  1.136  20.246  -13.052
H  1.043  18.746  -15.558
H  -1.475  18.811  -15.344
H  -1.194  19.625  -13.821
H  -1.497  15.954  -13.091
H  -2.405  16.598  -14.423
H  -2.321  17.447  -12.894
H  -0.243  21.315  -15.116
H  1.224  21.264  -15.810
C  -1.439  15.626  -23.389
O  -0.475  16.450  -22.799
H  -1.438  14.548  -23.228
H  -2.463  15.855  -23.095
H  -1.398  15.728  -24.473
H  -0.746  16.569  -21.886
C  5.082  17.023  -22.421
O  3.770  17.500  -22.198
H  5.815  17.647  -21.911
H  5.107  16.016  -22.005
H  5.342  16.930  -23.476
H  3.761  17.742  -21.269
C  -0.498  20.753  -21.234
O  -1.442  21.327  -22.140
H  0.003  21.535  -20.662
H  -0.884  20.067  -20.481
H  0.238  20.258  -21.867
H  -0.928  21.997  -22.596
C  -1.709  21.705  -18.277
O  -1.588  20.419  -17.803
H  -1.912  22.444  -17.502
H  -0.732  22.037  -18.627
H  -2.466  21.677  -19.062
H  -0.974  20.401  -17.065
C  3.707  22.100  -16.067
O  2.666  22.632  -15.238
H  3.567  21.031  -16.225
H  3.617  22.554  -17.054
H  4.747  22.137  -15.744
H  2.859  23.571  -15.184
C  6.186  19.969  -17.464
O  6.142  18.843  -18.281
H  5.515  20.757  -17.805
H  5.866  19.601  -16.489
H  7.185  20.403  -17.428
H  6.824  18.247  -17.961
C  4.754  16.780  -15.190
O  3.680  16.281  -14.459
H  4.961  17.790  -14.837
H  5.666  16.183  -15.156
H  4.510  16.868  -16.249
H  3.976  16.434  -13.559

Löwdin population analysis, charges in e, atoms 1 to 6: atom 1 (C): -0.019, atom 2 (C): -0.433, atom 3 (C): -0.023, atom 4 (O): -0.078, atom 5 (H): 0.062, atom 6 (H): 0.063

Question: Look up the lowest unoccupied orbital energy of the third one.
Answer: 0.053 eV